DFT (wB97M-V/def2-TZVPD) results for C5H8CdFO4 as an isolated structure in a non-equilibrium geometry.

Calculated values
charge = +1
orbital gap = 0.3119 Ha
HOMO energy = -0.5276 Eh
E = -763.44967 a.u.

XYZ file:
```
19
C5H8CdFO4 wB97M-V/def2-TZVPD
Cd 3.322 -1.944 3.562
H 4.464 -1.997 -1.280
H -0.941 0.488 -2.334
O 1.331 -0.865 -0.301
C 3.033 -0.634 -0.315
O 2.146 -3.059 1.755
F 3.532 -1.427 5.251
H -0.068 -1.052 -2.561
H 3.563 0.321 -0.397
C 0.675 0.213 -0.966
H 1.394 0.786 -1.570
H 2.877 -1.793 -2.137
H -1.187 -0.861 -1.192
H 0.303 0.875 -0.173
C 2.200 -2.485 0.676
C -0.446 -0.342 -1.814
O 3.170 -1.166 0.965
O 2.839 -2.946 -0.394
C 3.383 -1.859 -1.167
```


DFT (wB97M-V/def2-TZVPD) results for a 2-piece molecular cluster, C2H7N3O3 overall in a non-equilibrium geometry.

Calculated values
charge = 0
orbital gap (spin up / spin down) = 0.2711 / 0.2594 Ha
HOMO energy (spin up / spin down) = -0.2705 / -0.2568 Eh
E = -470.26902 a.u.

XYZ file:
```
15
C2H7N3O3 wB97M-V/def2-TZVPD
O -0.349 1.936 -1.051
H -2.703 0.266 0.140
C 1.027 0.194 -0.142
H 2.069 -1.341 0.946
H 0.844 -0.682 1.792
H 2.257 -0.835 -1.345
O -0.639 1.271 1.092
N -1.122 -0.601 -0.578
O 1.649 -0.012 -1.314
N -2.103 -0.510 0.290
C -0.082 1.164 0.030
H -1.903 -0.462 1.353
N 1.518 -0.472 1.004
H -0.488 -1.484 -0.378
H 0.025 1.567 -1.841
```


DFT (wB97M-V/def2-TZVPD) results for a 2-piece molecular cluster, C19H32BF9N2O6P overall in a non-equilibrium geometry.

Calculated values
charge = -1
orbital gap = 0.1491 Ha
HOMO energy = -0.0670 Eh
E = -2569.23633 a.u.

XYZ file:
```
70
C19H32BF9N2O6P wB97M-V/def2-TZVPD
C -4.516 2.224 1.427
H -0.146 5.070 2.246
F 5.562 0.483 0.559
H -5.469 2.631 1.786
C 4.610 -2.220 -0.355
H -3.611 4.588 0.936
H -4.431 2.426 0.360
H -0.985 2.956 -0.686
H 2.803 -4.967 -3.568
F 3.920 -3.760 1.274
C 2.252 -3.284 -0.314
F 3.038 -1.727 1.297
H -2.192 6.100 1.918
C -3.571 2.549 3.696
H -2.032 0.046 -2.929
O 0.278 -3.167 -3.049
H 2.359 -3.734 -4.567
H -2.790 3.012 4.302
C 3.426 -2.756 0.486
F 4.938 -3.175 -1.265
H -2.470 5.532 3.544
H 1.297 -1.347 -0.437
C -1.015 3.783 0.025
C -1.544 -0.914 -3.131
H -4.524 1.145 1.565
O -0.879 -0.612 -0.663
O -2.051 -4.315 -1.580
H -4.544 2.902 4.066
C 0.327 2.466 1.649
C 0.977 -4.312 -3.207
F 6.903 -2.709 0.104
C -3.486 4.387 2.003
C 0.113 -2.662 -1.685
N 2.305 -4.083 -3.617
H -1.827 -5.143 -2.030
F 6.804 -0.268 -1.049
H -1.150 -2.125 0.579
H -0.810 -0.747 -3.927
H 1.647 -3.815 0.426
O -2.136 1.232 0.934
C -2.624 -1.907 -3.594
C -0.977 4.392 2.470
H -3.517 1.470 3.845
C 1.456 -2.218 -1.073
H 0.419 1.675 0.904
H 0.353 2.008 2.638
C -0.985 3.234 1.467
C -2.289 5.192 2.521
C -3.373 2.868 2.201
H -4.408 4.745 2.476
N -2.064 2.331 1.804
O 0.507 -5.415 -3.036
C 5.909 -1.865 0.468
H -3.276 -2.183 -2.766
H -1.915 4.366 -0.178
C 6.446 -0.432 0.216
F 5.715 -1.991 1.792
H -0.150 4.429 -0.163
B -0.804 -1.344 -1.802
P -0.785 -3.953 -0.615
H 2.061 -1.872 -1.916
H 1.186 3.140 1.550
H 2.654 -4.052 -0.978
H -2.183 -2.827 -3.982
H -3.211 -1.460 -4.399
H -0.763 3.975 3.459
O -1.598 -2.969 0.388
F 7.527 -0.261 0.975
H -0.915 0.354 -0.752
F 4.224 -1.119 -1.044
```


DFT (wB97M-V/def2-TZVPD) results for the molecule C4H11NO in a non-equilibrium geometry.

Calculated values
charge = 0
orbital gap = 0.3746 Ha
HOMO energy = -0.3355 Eh
E = -288.88443 a.u.
SMILES = CNCCOC

XYZ file:
```
17
C4H11NO wB97M-V/def2-TZVPD
H -3.134 0.868 -0.805
H -1.047 -1.274 1.132
H -0.529 0.515 1.193
C -2.648 0.522 0.084
H 2.683 0.690 0.961
H 2.547 1.654 -0.623
H -2.373 1.475 0.763
H 1.088 1.561 0.610
C 2.028 1.032 0.133
H -3.318 -0.191 0.615
C -0.454 -0.521 0.525
H -1.627 -1.015 -1.273
H 1.601 -1.364 0.954
O 1.712 -0.126 -0.541
N -1.373 -0.047 -0.608
H 0.846 -1.895 -0.373
C 0.937 -0.980 0.162
```


DFT (wB97M-V/def2-TZVPD) results for C4H11N3O as an isolated structure in a non-equilibrium geometry.

Calculated values
charge = 0
orbital gap (spin up / spin down) = 0.2737 / 0.2736 Ha
HOMO energy (spin up / spin down) = -0.2855 / -0.2855 Eh
E = -398.32364 a.u.

XYZ file:
```
19
C4H11N3O wB97M-V/def2-TZVPD
H 1.994 -0.839 -1.392
H 3.180 -0.546 -0.125
H 0.705 -1.720 1.707
H -0.505 1.130 1.816
H -0.882 2.025 -1.115
N -1.175 0.681 1.199
N 2.222 -0.645 -0.429
N -0.092 1.438 -0.867
O 1.643 0.659 1.427
C -0.499 0.290 -0.039
H -1.055 -0.799 -1.831
C -1.523 -0.451 -0.913
H -2.370 0.195 -1.149
H -1.956 1.304 1.027
H -1.977 -1.287 -0.384
C 1.276 -0.099 0.476
H 0.044 -2.101 0.172
H 0.527 2.041 -0.333
C 0.444 -1.276 0.752
```


DFT (wB97M-V/def2-TZVPD) results for a 12-piece molecular cluster, C13H50N8O12 overall in a non-equilibrium geometry.

Calculated values
charge = 0
orbital gap = 0.2898 Ha
HOMO energy = -0.2948 Eh
E = -1866.06499 a.u.
SMILES = NC(N)=O.NC(N)=O.NC(N)=O.NC(N)=O.CCO.CO.CO.CO.CO.CO.CO.CO

XYZ file:
```
83
C13H50N8O12 wB97M-V/def2-TZVPD
H 5.209 -5.142 14.006
O 6.649 -2.575 9.757
H 5.502 -3.838 8.499
O 3.928 -6.076 14.062
O 5.049 -5.862 5.906
H 7.308 -4.324 8.762
H 6.005 -9.380 12.582
H 5.051 -6.981 12.594
H 2.216 -7.702 8.736
H 7.481 -11.754 8.654
N 6.717 -11.151 8.584
H 3.500 -7.742 12.881
H 8.191 -8.393 8.444
O 7.732 -3.599 12.578
H 8.795 -9.801 9.201
O 0.307 -8.047 9.139
H 0.953 -5.083 10.985
H -0.210 -8.775 9.516
O 4.849 -9.773 10.964
C 8.130 -6.458 7.142
H 4.725 -7.953 13.983
H 4.809 -6.996 8.379
H 5.941 -7.130 9.558
N 8.076 -9.388 8.502
C 6.103 -9.727 11.593
H 3.138 -6.239 14.551
H 4.646 -4.489 11.875
O 3.035 -5.032 11.473
H 9.136 -6.262 11.651
H 9.790 -6.176 8.047
H 4.285 -8.210 10.573
H 4.347 -9.967 7.432
H 3.072 -4.070 8.973
H 4.920 -8.240 6.917
H 8.079 -5.471 6.867
H 2.866 -7.688 4.185
H 6.371 -10.765 11.696
H 7.114 -6.427 12.936
H 6.794 -3.040 7.691
H 4.865 -5.701 9.461
O 2.320 -12.562 7.560
H 7.616 -6.340 10.774
H 3.678 -12.375 9.633
C 2.154 -4.555 9.232
C 1.871 -4.592 10.715
C 6.571 -3.514 8.697
N 3.619 -10.669 7.239
H 7.503 -2.207 9.733
O 8.983 -6.687 8.251
H 8.578 -7.806 10.867
H 3.544 -6.178 3.794
H 7.107 -6.599 7.361
C 6.890 -9.865 8.330
H 8.360 -7.052 6.251
C 3.263 -11.634 7.957
C 6.443 -4.092 12.739
H 1.698 -9.125 7.934
C 4.298 -7.238 13.369
H 5.781 -11.460 8.519
H 3.143 -10.629 6.264
H 4.350 -10.892 9.591
C 1.640 -8.559 8.862
H 5.917 -3.588 10.932
H 1.373 -3.973 8.791
H 1.943 -9.107 9.742
H 6.860 -9.289 11.049
N 3.915 -11.591 9.052
H 3.299 -5.839 11.043
H 4.194 -10.126 11.588
O 5.817 -9.117 7.889
C 4.310 -6.986 5.482
C 4.913 -6.775 9.439
N 3.575 -7.030 4.392
N 6.123 -4.661 13.885
O 7.519 -7.232 12.581
N 4.286 -8.116 6.116
C 8.271 -6.913 11.417
N 5.598 -4.062 11.827
H 6.903 -4.708 14.551
H 2.145 -5.528 8.749
H 3.735 -8.977 5.801
H 1.639 -3.560 11.103
O 3.940 -7.377 10.338
```


DFT (wB97M-V/def2-TZVPD) results for the molecule C4H8O2.

Calculated values
charge = 0
orbital gap = 0.4125 Ha
HOMO energy = -0.3744 Eh
E = -307.63018 a.u.
SMILES = C[C@H]1O[C@H]1CO

XYZ file:
```
14
C4H8O2 wB97M-V/def2-TZVPD
H 1.678 1.088 0.949
C -0.549 -0.845 0.092
H -0.846 0.877 -1.212
H -1.883 1.068 0.946
H 1.416 1.190 -0.805
H 1.467 -1.633 0.279
O 0.004 -0.481 1.350
C 1.761 0.541 0.007
C 0.912 -0.695 0.264
H -0.977 -1.850 0.152
O -2.384 0.734 0.189
C -1.435 0.130 -0.657
H -1.993 -0.451 -1.401
H 2.828 0.325 -0.153
```


DFT (wB97M-V/def2-TZVPD) results for C23H28N2O3S as an isolated structure in a non-equilibrium geometry.

Calculated values
charge = 0
orbital gap = 0.3047 Ha
HOMO energy = -0.3027 Eh
E = -1626.00551 a.u.

XYZ file:
```
57
C23H28N2O3S wB97M-V/def2-TZVPD
C 1.165 -0.039 -0.298
H -4.076 3.722 2.796
H -4.454 1.559 1.554
H -1.648 4.028 1.764
H -2.178 2.135 3.184
H -6.390 3.677 0.644
C -1.931 3.073 -0.155
O 2.954 0.142 1.898
C -1.700 2.145 2.369
H -3.999 4.538 0.990
C -0.681 0.758 -1.209
C -4.593 2.398 0.895
H 5.004 -1.444 -0.067
S 2.125 -0.933 1.318
C 4.420 -1.705 0.647
C -2.336 0.853 -1.274
C -0.044 0.931 -2.254
H -0.481 1.722 -2.931
C -0.154 -0.044 -0.088
O 1.165 -1.395 2.244
H 4.496 -3.502 2.160
C -4.058 2.303 -0.408
H -0.375 -4.135 -1.539
O -2.958 -0.097 -1.475
H -6.308 2.801 2.076
C 3.464 -3.343 -1.372
H 1.825 1.344 -3.195
H -0.652 -0.271 0.678
N 3.127 -1.879 0.540
H -0.642 2.106 2.118
C 1.333 -3.108 -0.391
H -2.181 1.172 1.982
H 0.706 -2.594 0.213
C 5.085 -2.922 1.290
H -4.466 3.335 -1.035
H 4.532 -0.820 1.363
C 1.275 0.868 -2.375
H 3.113 0.296 -1.550
N -2.760 2.031 -0.541
C 0.799 -3.998 -1.282
C -2.291 3.265 1.430
H 3.689 -4.691 -3.260
H 1.267 -4.915 -3.127
C 1.641 -4.393 -2.528
H -4.553 1.406 -1.109
H -6.680 1.704 0.597
H -0.754 2.911 -0.207
C 3.013 -4.188 -2.465
C 1.950 0.171 -1.203
H -2.119 4.042 -0.644
H 7.048 -2.929 0.158
C 6.301 -3.511 0.954
C -3.874 3.345 1.729
C -6.070 2.576 0.939
H 4.500 -3.366 -1.540
H 6.642 -4.528 1.386
C 2.763 -2.608 -0.394
```


Question: Number 7 is which compound?
Answer: C4H8O2